No. 1
C30H64O13S3 | the ωB97M-V functional and the def2-TZVPD basis

```
! wB97M-V def2-TZVPD RIJCOSX def2/J DEFGRID3
* xyz 0 1
C -1.63 -5.23 2.54
C -0.78 -3.97 2.62
C -0.15 -3.53 1.28
C 0.31 -4.65 0.35
C 0.82 -4.10 -0.99
C 2.34 -3.89 -1.06
C 2.77 -2.57 -1.70
C 2.27 -1.34 -0.95
C 2.57 -0.01 -1.68
C 1.50 1.05 -1.38
C 1.51 1.51 0.08
C 0.15 1.62 0.79
C -0.81 0.45 0.61
C -2.08 0.65 1.45
C -3.01 -0.57 1.45
C -3.95 -0.58 0.24
C -5.36 -0.08 0.57
C -6.47 -0.49 -0.41
C -6.58 -1.93 -0.88
O -5.62 -2.25 -1.90
C -5.18 -3.52 -1.72
O -4.61 -4.16 -2.53
O -5.44 -3.93 -0.45
C -6.47 -3.12 0.11
O -6.11 -2.79 1.41
H -2.17 -5.39 3.48
H -2.37 -5.16 1.74
H -1.03 -6.11 2.34
H 0.01 -4.10 3.37
H -1.41 -3.15 2.98
H -0.86 -2.90 0.74
H 0.72 -2.90 1.50
H 1.11 -5.22 0.84
H -0.51 -5.36 0.17
H 0.52 -4.78 -1.79
H 0.30 -3.15 -1.18
H 2.78 -3.95 -0.05
H 2.76 -4.71 -1.63
H 2.43 -2.55 -2.74
H 3.87 -2.54 -1.74
H 2.73 -1.33 0.04
H 1.19 -1.39 -0.79
H 3.56 0.37 -1.40
H 2.60 -0.21 -2.75
H 0.54 0.61 -1.67
H 1.67 1.91 -2.04
H 2.16 0.87 0.68
H 1.97 2.50 0.11
H -0.37 2.55 0.54
H 0.35 1.69 1.86
H -1.13 0.40 -0.44
H -0.33 -0.50 0.87
H -2.62 1.50 1.03
H -1.80 0.93 2.47
H -3.60 -0.57 2.37
H -2.41 -1.48 1.45
H -3.53 0.06 -0.54
H -3.98 -1.59 -0.19
H -5.63 -0.40 1.58
H -5.35 1.01 0.60
H -6.34 0.09 -1.33
H -7.44 -0.22 0.00
H -7.56 -2.03 -1.36
H -7.39 -3.70 0.11
H -6.70 -3.23 2.03
C 3.17 8.32 2.22
C 3.80 6.95 2.24
O 3.07 6.01 3.07
S 1.75 5.37 2.45
C 1.56 4.06 3.61
O 2.06 4.84 1.16
O 0.66 6.29 2.59
H 2.21 8.30 1.70
H 3.83 9.01 1.70
H 3.00 8.68 3.23
H 3.91 6.53 1.24
H 4.79 6.98 2.70
H 2.40 3.39 3.51
H 0.63 3.56 3.35
H 1.50 4.49 4.60
C -2.20 4.63 -0.20
C -2.93 5.75 0.49
O -4.17 6.10 -0.20
S -5.41 5.15 0.02
C -6.64 6.23 -0.62
O -5.61 4.96 1.43
O -5.31 4.00 -0.82
H -2.75 3.69 -0.14
H -1.23 4.48 0.27
H -2.04 4.85 -1.26
H -3.17 5.51 1.52
H -2.35 6.67 0.49
H -6.69 7.11 0.01
H -7.58 5.68 -0.59
H -6.38 6.48 -1.64
C 9.23 -2.50 -3.99
C 9.18 -4.02 -4.03
O 8.47 -4.58 -2.89
S 6.89 -4.53 -2.93
C 6.59 -5.68 -1.64
O 6.44 -5.06 -4.18
O 6.44 -3.24 -2.51
H 8.24 -2.07 -4.13
H 9.88 -2.14 -4.79
H 9.62 -2.16 -3.03
H 8.71 -4.38 -4.95
H 10.18 -4.45 -3.96
H 6.97 -6.66 -1.94
H 5.51 -5.71 -1.49
H 7.09 -5.33 -0.74
*
```

* electronic energy: -91270.888 eV
* HOMO-LUMO gap: 10.64 eV
* structure (SMILES): CCCCCCCCCCCCCCCCCC[C@H]1OC(=O)O[C@H]1O.CCOS(C)(=O)=O.CCOS(C)(=O)=O.CCOS(C)(=O)=O
* M: 729.03 g mol⁻¹
* LUMO energy: 0.4 eV



No. 2
C30H64O32S9 | the ωB97M-V functional and the def2-TZVPD basis

```
! wB97M-V def2-TZVPD RIJCOSX def2/J DEFGRID3
* xyz 0 1
C 2.73 -3.62 6.48
C 3.33 -2.48 7.35
C 2.99 -1.10 6.73
S 1.64 -1.49 5.49
O 1.71 -0.69 4.29
O 0.40 -1.59 6.25
C 2.29 -3.13 5.10
H 1.88 -4.07 6.99
H 3.49 -4.37 6.25
H 4.39 -2.70 7.50
H 2.90 -2.55 8.34
H 3.83 -0.68 6.16
H 2.62 -0.21 7.23
H 3.11 -3.04 4.39
H 1.54 -3.77 4.63
C -2.98 4.20 -4.18
C -2.84 3.03 -3.17
C -2.46 1.88 -4.14
S -3.52 2.03 -5.61
O -4.75 1.32 -5.47
O -2.71 1.90 -6.78
C -3.90 3.82 -5.32
H -2.03 4.52 -4.59
H -3.45 4.97 -3.56
H -3.81 2.86 -2.68
H -2.07 3.21 -2.43
H -2.59 0.85 -3.81
H -1.41 2.04 -4.38
H -4.97 3.89 -5.14
H -3.63 4.43 -6.19
C -0.64 1.45 0.52
C 0.64 1.28 1.36
C 1.34 0.04 0.85
S 0.41 -0.71 -0.56
O -0.59 -1.65 -0.09
O 1.24 -1.00 -1.73
C -0.39 0.89 -0.87
H -0.73 2.52 0.32
H -1.55 1.10 0.99
H 0.36 1.16 2.41
H 1.25 2.17 1.33
H 1.66 -0.73 1.56
H 2.29 0.35 0.39
H -1.19 0.70 -1.58
H 0.38 1.44 -1.42
C 0.14 -0.01 -5.42
C 0.89 -1.33 -5.20
C 0.89 -2.01 -6.57
S 0.90 -0.71 -7.82
O -0.28 -0.90 -8.63
O 2.21 -0.61 -8.45
C 0.71 0.67 -6.64
H 0.20 0.69 -4.58
H -0.88 -0.31 -5.69
H 0.53 -1.95 -4.38
H 1.92 -1.15 -4.88
H 0.00 -2.61 -6.79
H 1.66 -2.67 -6.97
H 0.21 1.48 -7.16
H 1.75 0.95 -6.47
C -3.95 -3.61 0.24
C -4.02 -2.08 -0.05
O -4.49 -1.48 1.15
S -5.19 -2.58 2.10
O -6.44 -3.06 1.59
O -5.04 -2.21 3.46
O -4.05 -3.67 1.67
H -2.99 -4.08 0.01
H -4.77 -4.19 -0.17
H -4.64 -1.86 -0.91
H -3.03 -1.69 -0.29
C -1.33 5.83 2.85
C -0.16 6.83 2.90
O 0.41 6.80 1.61
S 0.49 5.24 1.16
O 1.48 4.60 1.97
O 0.50 5.16 -0.26
O -1.01 4.97 1.76
H -2.26 6.33 2.58
H -1.48 5.26 3.76
H 0.51 6.61 3.74
H -0.44 7.85 3.13
C -1.91 -0.53 4.15
C -2.93 -0.52 5.27
O -2.76 0.82 5.79
S -2.34 1.84 4.59
O -1.07 2.47 4.83
O -3.49 2.65 4.29
O -2.19 0.66 3.45
H -1.91 -1.41 3.51
H -0.93 -0.55 4.63
H -2.73 -1.21 6.09
H -3.94 -0.62 4.90
C 4.40 0.49 2.58
C 4.22 1.99 2.52
O 4.41 2.42 3.90
S 5.57 1.54 4.58
O 5.39 1.22 5.96
O 6.83 2.10 4.20
O 5.18 0.21 3.74
H 4.96 0.10 1.73
H 3.50 -0.12 2.69
H 3.28 2.32 2.09
H 5.06 2.45 2.01
C -0.91 -4.45 -4.19
C -1.06 -3.88 -2.79
O -2.33 -3.27 -2.70
S -2.80 -2.79 -4.20
O -2.86 -1.37 -4.23
O -3.94 -3.58 -4.58
O -1.50 -3.36 -4.95
H -1.57 -5.31 -4.37
H 0.13 -4.60 -4.43
H -0.22 -3.20 -2.63
H -1.00 -4.60 -1.97
C 2.84 3.13 -1.43
C 2.62 3.00 -2.95
O 1.85 1.89 -3.34
O 3.41 1.90 -0.97
H 1.87 3.24 -0.96
H 3.45 4.03 -1.30
H 3.57 3.09 -3.50
H 2.07 3.89 -3.29
H 2.27 1.08 -2.99
H 4.32 1.93 -1.30
C -0.13 -4.75 0.93
C 1.28 -4.26 0.62
O 2.17 -5.22 1.22
O -0.31 -6.04 0.34
H -0.90 -4.10 0.50
H -0.40 -4.85 1.99
H 1.39 -3.30 1.14
H 1.43 -4.20 -0.46
H 3.00 -4.76 1.35
H 0.50 -6.56 0.44
*
```

* energy above the lowest of the compared OMol25 structures with the same formula, charge and spin: 0.0 kJ/mol
* electronic energy: -195177.197 eV
* HOMO-LUMO gap: 9.50 eV
* M: 1225.41 g mol⁻¹
* LUMO energy: -0.4 eV



No. 3
C30H64O8S | the ωB97M-V functional and the def2-TZVPD basis

```
! wB97M-V def2-TZVPD RIJCOSX def2/J DEFGRID3
* xyz 0 1
C 6.24 0.28 -0.14
C 4.95 -0.27 -0.73
C 3.76 0.68 -0.54
C 2.42 -0.04 -0.62
C 1.23 0.91 -0.45
C -0.13 0.36 -0.89
C -0.44 -1.02 -0.43
C -1.36 -1.42 0.45
S -2.48 -0.44 1.38
C -1.27 -2.91 0.56
O -2.05 -3.70 0.95
O -0.04 -3.28 0.00
C 0.24 -2.27 -0.91
O 0.82 -2.47 -1.92
H 6.53 1.19 -0.66
H 7.05 -0.45 -0.26
H 6.10 0.47 0.93
H 4.70 -1.21 -0.23
H 5.07 -0.50 -1.80
H 3.79 1.43 -1.33
H 3.87 1.20 0.42
H 2.39 -0.80 0.17
H 2.35 -0.55 -1.59
H 1.43 1.82 -1.02
H 1.15 1.21 0.60
H -0.91 1.00 -0.47
H -0.25 0.42 -1.98
H -3.62 -0.76 0.74
C 11.11 -3.15 -0.17
C 9.73 -2.57 0.11
O 8.76 -2.89 -0.87
C 8.48 -4.26 -1.04
C 7.92 -4.94 0.20
H 11.43 -2.89 -1.17
H 11.83 -2.76 0.55
H 11.12 -4.24 -0.08
H 9.79 -1.48 0.12
H 9.38 -2.88 1.11
H 9.37 -4.80 -1.39
H 7.74 -4.30 -1.84
H 8.66 -5.01 1.00
H 7.59 -5.95 -0.04
H 7.06 -4.38 0.58
C -7.11 1.66 -1.81
C -5.89 1.66 -0.91
O -5.07 0.51 -1.05
C -4.51 0.31 -2.34
C -3.59 1.43 -2.79
H -7.67 0.73 -1.70
H -7.76 2.50 -1.56
H -6.84 1.76 -2.87
H -6.20 1.65 0.14
H -5.30 2.57 -1.06
H -5.30 0.14 -3.08
H -3.94 -0.62 -2.26
H -4.14 2.36 -2.98
H -3.09 1.15 -3.72
H -2.84 1.63 -2.03
C -9.79 4.14 -5.79
C -8.58 4.11 -4.87
O -7.78 2.95 -5.01
C -7.19 2.75 -6.29
C -6.25 3.86 -6.71
H -10.36 3.22 -5.69
H -10.43 4.98 -5.53
H -9.50 4.25 -6.84
H -8.91 4.10 -3.83
H -7.97 5.02 -5.01
H -7.97 2.60 -7.04
H -6.65 1.81 -6.20
H -6.77 4.80 -6.91
H -5.73 3.57 -7.63
H -5.50 4.04 -5.94
C -3.52 -3.17 4.15
C -4.65 -2.21 4.47
O -5.74 -2.27 3.57
C -6.39 -3.52 3.48
C -7.02 -3.98 4.79
H -3.21 -3.05 3.11
H -2.66 -2.96 4.79
H -3.80 -4.21 4.30
H -4.29 -1.18 4.40
H -5.00 -2.35 5.50
H -5.71 -4.29 3.10
H -7.17 -3.38 2.73
H -6.27 -4.22 5.54
H -7.62 -4.87 4.62
H -7.66 -3.20 5.20
C 5.68 1.02 5.32
C 6.63 1.70 4.35
O 5.99 2.45 3.34
C 5.18 3.53 3.78
C 5.94 4.60 4.55
H 4.94 0.43 4.77
H 6.23 0.36 5.98
H 5.14 1.74 5.94
H 7.22 0.95 3.82
H 7.35 2.33 4.90
H 4.34 3.16 4.38
H 4.76 3.96 2.87
H 6.30 4.24 5.51
H 5.29 5.45 4.73
H 6.81 4.93 3.97
*
```

* energy above the lowest of the compared OMol25 structures with the same formula, charge and spin: 0.0 kJ/mol
* electronic energy: -59361.130 eV
* HOMO-LUMO gap: 8.95 eV
* structure (SMILES): CCCCCCC1=C(S)C(=O)OC1=O.CCOCC.CCOCC.CCOCC.CCOCC.CCOCC
* M: 584.90 g mol⁻¹
* LUMO energy: -0.5 eV



No. 4
C30H65BBrIN2O17P3 | the ωB97M-V functional and the def2-TZVPD basis

```
! wB97M-V def2-TZVPD RIJCOSX def2/J DEFGRID3
* xyz -1 1
C 5.13 -2.90 6.72
C 4.44 -1.82 5.85
B 3.42 -2.42 4.79
O 2.52 -3.37 5.27
C 3.39 -2.05 3.22
C 3.57 -3.41 2.49
C 2.27 -4.13 2.09
O 1.62 -4.77 2.84
Br 1.64 -3.97 0.20
C 1.93 -1.51 2.96
O 1.60 -1.13 1.83
O 1.16 -1.42 3.96
N 4.32 -0.95 2.94
C 3.90 0.34 3.44
C 3.38 1.36 2.38
C 2.42 2.35 3.03
N 1.36 1.88 3.89
O 2.49 3.54 2.82
C 5.23 -0.95 1.86
I 4.38 -1.01 -0.19
C 6.42 -1.93 1.97
C 6.91 -2.09 3.42
H 5.68 -2.41 7.53
H 4.34 -3.48 7.21
H 5.78 -3.56 6.15
H 3.84 -1.21 6.55
H 5.17 -1.12 5.43
H 1.82 -2.88 5.72
H 4.05 -4.13 3.17
H 4.19 -3.40 1.59
H 4.80 0.81 3.88
H 3.17 0.29 4.24
H 2.82 0.90 1.57
H 4.23 1.94 2.03
H 1.20 0.89 3.68
H 1.73 1.90 4.84
H 5.71 0.03 1.88
H 7.25 -1.47 1.43
H 6.23 -2.89 1.48
H 6.28 -2.82 3.95
H 6.93 -1.14 3.96
H 7.93 -2.50 3.38
O 1.87 7.38 -1.53
P 0.41 7.39 -1.22
O 0.13 8.93 -0.74
C 0.22 9.97 -1.70
C -0.98 9.98 -2.63
O 0.38 6.62 0.21
C 1.49 5.83 0.67
C 2.37 6.64 1.59
O -1.20 7.05 -1.40
C -1.56 6.12 -2.46
C -0.99 4.74 -2.21
H 1.15 9.88 -2.27
H 0.26 10.91 -1.14
H -0.97 9.10 -3.29
H -0.97 10.87 -3.26
H -1.91 9.95 -2.07
H 2.05 5.42 -0.17
H 1.08 4.98 1.22
H 2.70 7.57 1.13
H 3.25 6.07 1.88
H 1.82 6.91 2.50
H -1.22 6.52 -3.42
H -2.65 6.08 -2.48
H 0.10 4.75 -2.26
H -1.36 4.04 -2.97
H -1.27 4.38 -1.23
O 0.73 -8.06 -0.93
P 0.61 -9.47 -0.47
O -0.95 -9.85 -0.78
C -1.36 -9.97 -2.14
C -0.85 -11.25 -2.78
O 0.54 -9.28 1.15
C 0.95 -8.05 1.78
C -0.24 -7.15 2.04
O 1.06 -11.06 -0.23
C 2.39 -11.43 -0.62
C 3.44 -10.70 0.20
H -1.03 -9.10 -2.71
H -2.45 -9.97 -2.14
H 0.23 -11.22 -2.90
H -1.30 -11.40 -3.77
H -1.08 -12.12 -2.15
H 1.71 -7.54 1.19
H 1.41 -8.33 2.73
H -0.81 -6.96 1.13
H 0.10 -6.19 2.44
H -0.92 -7.62 2.75
H 2.53 -11.23 -1.69
H 2.48 -12.50 -0.47
H 3.42 -9.62 0.00
H 4.44 -11.07 -0.05
H 3.27 -10.83 1.26
O -5.55 4.90 -4.50
P -7.03 4.81 -4.34
O -7.49 6.32 -3.93
C -7.38 7.36 -4.90
C -8.47 7.25 -5.96
O -7.15 4.06 -2.89
C -6.04 3.39 -2.31
C -5.32 4.29 -1.33
O -8.59 4.32 -4.68
C -8.76 3.36 -5.74
C -8.10 2.03 -5.41
H -6.39 7.34 -5.37
H -7.48 8.30 -4.37
H -8.32 6.37 -6.59
H -8.47 8.13 -6.61
H -9.45 7.16 -5.49
H -5.36 3.01 -3.08
H -6.44 2.52 -1.78
H -5.02 5.23 -1.79
H -4.42 3.79 -0.94
H -5.97 4.53 -0.49
H -8.36 3.77 -6.68
H -9.83 3.22 -5.88
H -7.01 2.13 -5.35
H -8.33 1.29 -6.18
H -8.45 1.66 -4.45
*
```

* electronic energy: -176643.696 eV
* HOMO-LUMO gap: 6.12 eV
* M: 1036.39 g mol⁻¹
* LUMO energy: 1.1 eV



| no. | highest occupied orbital energy (eV) |
| --- | --- |
| 1 | -10.2 |
| 2 | -9.9 |
| 3 | -9.4 |
| 4 | -5.0 |